Computed, not measured: the molecule C4H6N2S2, with ωB97M-V/def2-TZVPD.

CARTESIAN COORDINATES (ANGSTROEM)
C (1.237, 0.221, -0.573)
C (-0.157, 0.814, -0.746)
C (-1.244, -0.440, 0.871)
C (0.084, -0.660, -1.018)
H (1.941, 1.177, 1.548)
H (1.937, 0.487, -1.365)
H (-0.346, 1.556, -1.497)
H (-1.283, 1.613, 0.915)
H (-0.580, -2.269, 0.235)
H (0.102, -1.075, -2.015)
N (-1.026, 0.805, 0.383)
N (-0.689, -1.313, -0.034)
S (1.997, -0.069, 1.005)
S (-1.975, -0.847, 2.291)

Output
orbital gap	8.9	eV
electronic energy	-28895.40408	eV
highest occupied orbital energy	-8.290	eV
energy relative to the best compared isomer or geometry (same formula, charge and spin)	18.6	kcal per mole
SMILES	S=C1N[C@@H]2[C@H](S)[C@@H]2N1
net charge	0
E_LUMO	0.56	eV

Results of the Mulliken charge analysis, in e, for atoms 1 through 5:
1. C -0.276
2. C -0.233
3. C -0.014
4. C -0.229
5. H 0.133